Record 1
{
  "formula": "C3H4N2O",
  "method": "ωB97M-V/def2-TZVPD",
  "relative_energy_ev": 3.085,
  "total_energy_ev": -8200.80027,
  "multiplicity": 1,
  "homo_lumo_gap_ev": 9.1269,
  "smiles": "Nc1cnco1",
  "symbols": ["N", "C", "C", "N", "C", "O", "H", "H", "H", "H"],
  "xyz": [[-0.96, -1.01, -1.11], [-0.27, -0.20, -0.26], [1.02, -0.23, 0.21], [1.22, 0.88, 0.93], [0.07, 1.55, 1.03], [-0.90, 0.86, 0.25], [-1.79, -0.61, -1.52], [-0.41, -1.56, -1.76], [1.78, -0.98, 0.12], [0.25, 1.30, 2.11]],
  "mulliken_charge": [-0.48, 0.67, -0.51, -0.40, -0.29, -0.23, 0.27, 0.24, 0.38, 0.35]
}

Record 2
{
  "formula": "C49H101InN5O9",
  "method": "ωB97M-V/def2-TZVPD",
  "relative_energy_ev": 8.597,
  "total_charge": 1,
  "total_energy_ev": -83476.95946,
  "multiplicity": 1,
  "homo_lumo_gap_ev": 0.9494,
  "symbols": ["In", "C", "C", "O", "O", "H", "H", "H", "C", "C", "O", "O", "H", "H", "H", "C", "C", "C", "C", "C", "C", "N", "O", "C", "C", "C", "H", "H", "H", "H", "H", "H", "H", "H", "H", "H", "H", "H", "H", "H", "H", "H", "H", "H", "H", "C", "C", "C", "C", "C", "C", "N", "O", "C", "C", "C", "H", "H", "H", "H", "H", "H", "H", "H", "H", "H", "H", "H", "H", "H", "H", "H", "H", "H", "H", "C", "C", "C", "C", "C", "C", "N", "O", "C", "C", "C", "H", "H", "H", "H", "H", "H", "H", "H", "H", "H", "H", "H", "H", "H", "H", "H", "H", "H", "H", "C", "C", "C", "C", "C", "C", "N", "O", "C", "C", "C", "H", "H", "H", "H", "H", "H", "H", "H", "H", "H", "H", "H", "H", "H", "H", "H", "H", "H", "H", "C", "C", "C", "C", "C", "C", "N", "O", "C", "C", "C", "H", "H", "H", "H", "H", "H", "H", "H", "H", "H", "H", "H", "H", "H", "H", "H", "H", "H", "H"],
  "xyz": [[-1.36, -2.88, -7.80], [0.97, -9.26, -4.24], [0.80, -9.56, -5.67], [0.45, -8.67, -6.41], [0.88, -10.76, -6.07], [0.03, -8.81, -3.90], [1.83, -8.61, -4.19], [1.21, -10.12, -3.61], [-3.44, -1.02, 0.02], [-2.91, -1.43, -1.35], [-3.08, -0.61, -2.27], [-2.30, -2.46, -1.55], [-3.39, -1.85, 0.72], [-4.48, -0.72, -0.03], [-2.82, -0.19, 0.36], [5.76, -4.62, 3.12], [4.31, -4.29, 3.63], [4.35, -4.53, 5.17], [4.90, -3.39, 6.01], [4.35, -2.01, 5.50], [4.31, -1.82, 4.00], [3.84, -2.94, 3.30], [3.53, -2.90, 2.02], [3.32, -0.66, 3.84], [5.77, -1.43, 3.69], [3.43, -5.33, 3.12], [5.86, -4.26, 2.10], [5.88, -5.71, 3.12], [6.43, -4.10, 3.81], [3.33, -4.84, 5.41], [4.98, -5.40, 5.31], [5.98, -3.43, 5.87], [4.65, -3.68, 7.04], [4.97, -1.37, 6.12], [3.43, -1.80, 6.05], [3.45, 0.28, 4.37], [3.33, -0.40, 2.78], [2.31, -1.06, 3.99], [6.47, -1.66, 4.49], [6.10, -1.70, 2.69], [5.81, -0.34, 3.66], [2.37, -5.06, 3.18], [3.61, -6.26, 3.67], [3.55, -5.52, 2.06], [2.58, -3.05, 1.94], [-5.03, -4.20, 7.36], [-5.77, -3.51, 8.58], [-6.61, -4.54, 9.28], [-5.88, -5.61, 10.10], [-4.92, -4.91, 11.07], [-4.02, -3.85, 10.42], [-4.71, -3.00, 9.52], [-3.89, -2.09, 8.94], [-3.47, -2.99, 11.68], [-2.81, -4.58, 9.80], [-6.61, -2.29, 8.10], [-4.65, -5.19, 7.62], [-4.21, -3.52, 7.11], [-5.77, -4.29, 6.57], [-7.34, -4.04, 9.92], [-7.18, -5.15, 8.58], [-5.25, -6.17, 9.42], [-6.56, -6.39, 10.45], [-4.32, -5.74, 11.45], [-5.49, -4.42, 11.86], [-4.27, -2.42, 12.16], [-3.03, -3.75, 12.33], [-2.74, -2.22, 11.44], [-3.28, -5.38, 9.23], [-2.40, -3.87, 9.08], [-1.96, -4.99, 10.36], [-6.01, -1.59, 7.52], [-6.98, -1.70, 8.94], [-7.47, -2.53, 7.47], [-3.89, -1.34, 9.53], [6.54, -0.28, -4.45], [5.72, -0.51, -5.80], [6.55, 0.10, -7.02], [7.78, -0.76, -7.41], [7.36, -2.16, -7.74], [6.60, -2.82, -6.54], [5.51, -1.95, -6.12], [4.54, -2.61, -5.31], [6.14, -4.22, -7.02], [7.74, -3.26, -5.49], [4.44, 0.31, -5.71], [6.62, 0.78, -4.21], [7.53, -0.73, -4.57], [5.99, -0.77, -3.64], [5.87, 0.37, -7.83], [7.02, 1.05, -6.76], [8.51, -0.84, -6.61], [8.38, -0.28, -8.17], [8.34, -2.57, -7.99], [6.77, -2.38, -8.63], [5.86, -4.85, -6.17], [5.27, -4.14, -7.67], [6.91, -4.85, -7.46], [8.30, -4.06, -5.97], [8.53, -2.58, -5.16], [7.26, -3.65, -4.60], [4.60, 1.27, -5.21], [3.73, -0.21, -5.06], [3.76, 0.52, -6.53], [5.00, -2.83, -4.50], [0.75, 9.58, 0.30], [1.32, 8.42, 1.15], [2.60, 7.85, 0.36], [3.88, 8.56, 0.59], [4.14, 8.82, 2.15], [2.93, 9.60, 2.80], [1.63, 8.88, 2.55], [0.55, 9.29, 3.21], [3.13, 9.59, 4.30], [2.94, 11.12, 2.33], [0.44, 7.23, 1.25], [0.04, 10.10, 0.93], [0.34, 9.17, -0.63], [1.44, 10.39, 0.08], [2.79, 6.83, 0.68], [2.48, 8.00, -0.71], [3.84, 9.50, 0.06], [4.63, 7.86, 0.20], [5.07, 9.39, 2.22], [4.40, 7.93, 2.72], [2.77, 8.67, 4.77], [4.13, 9.82, 4.65], [2.53, 10.42, 4.68], [3.37, 11.24, 1.34], [1.95, 11.56, 2.43], [3.58, 11.72, 2.97], [0.26, 6.85, 0.25], [-0.54, 7.57, 1.59], [0.66, 6.47, 2.00], [0.55, 8.73, 3.99], [-7.39, 3.92, -9.04], [-6.69, 3.04, -7.94], [-7.32, 3.51, -6.66], [-8.71, 3.09, -6.23], [-8.69, 1.55, -6.16], [-8.24, 0.98, -7.59], [-6.96, 1.58, -8.05], [-6.38, 0.98, -9.13], [-8.06, -0.53, -7.33], [-9.30, 1.14, -8.67], [-5.24, 3.29, -7.91], [-8.46, 3.70, -9.02], [-7.17, 3.57, -10.05], [-7.19, 4.99, -8.99], [-6.64, 3.41, -5.82], [-7.45, 4.59, -6.66], [-9.53, 3.38, -6.88], [-8.91, 3.58, -5.27], [-9.67, 1.13, -5.94], [-7.98, 1.18, -5.43], [-8.89, -0.88, -6.72], [-7.88, -1.22, -8.16], [-7.27, -0.54, -6.58], [-9.75, 0.20, -9.01], [-10.08, 1.83, -8.34], [-8.99, 1.57, -9.62], [-4.83, 2.95, -8.86], [-4.75, 2.79, -7.07], [-5.20, 4.37, -7.88], [-7.01, 1.15, -9.83]],
  "mulliken_charge": [1.00, -0.75, 0.71, -0.48, -0.44, 0.24, 0.24, 0.29, -0.79, 0.72, -0.50, -0.50, 0.29, 0.28, 0.23, -1.62, 1.37, -1.10, -0.85, -1.54, 1.89, 0.55, -0.43, -2.07, -1.86, -2.08, 0.35, 0.42, 0.39, 0.50, 0.40, 0.33, 0.42, 0.48, 0.49, 0.40, 0.47, 0.47, 0.34, 0.31, 0.54, 0.45, 0.42, 0.43, 0.35, -1.66, 1.45, -1.11, -0.81, -1.03, 1.24, 0.35, -0.48, -1.86, -1.60, -1.87, 0.33, 0.36, 0.49, 0.36, 0.45, 0.29, 0.40, 0.43, 0.41, 0.46, 0.41, 0.44, 0.32, 0.34, 0.39, 0.41, 0.42, 0.39, 0.38, -1.50, 1.31, -1.06, -0.60, -1.05, 1.19, 0.21, -0.43, -1.83, -1.71, -1.79, 0.45, 0.30, 0.35, 0.38, 0.40, 0.24, 0.43, 0.35, 0.41, 0.37, 0.45, 0.42, 0.49, 0.35, 0.38, 0.38, 0.41, 0.36, 0.35, -1.71, 1.39, -0.98, -0.73, -1.31, 1.64, 0.33, -0.43, -2.00, -1.76, -1.96, 0.39, 0.44, 0.33, 0.43, 0.38, 0.33, 0.37, 0.41, 0.46, 0.42, 0.40, 0.46, 0.34, 0.37, 0.46, 0.40, 0.46, 0.41, 0.36, -1.61, 1.78, -1.26, -0.74, -1.33, 1.46, 0.06, -0.43, -1.85, -1.58, -1.88, 0.39, 0.36, 0.40, 0.37, 0.40, 0.29, 0.39, 0.49, 0.43, 0.42, 0.35, 0.48, 0.43, 0.32, 0.28, 0.39, 0.43, 0.38, 0.39]
}

Record 3
{
  "formula": "C8H10",
  "method": "ωB97M-V/def2-TZVPD",
  "relative_energy_ev": 2.843,
  "total_energy_ev": -8455.42649,
  "multiplicity": 1,
  "homo_lumo_gap_ev": 10.1452,
  "smiles": "CCc1ccccc1",
  "symbols": ["C", "C", "C", "C", "C", "C", "C", "C", "H", "H", "H", "H", "H", "H", "H", "H", "H", "H"],
  "xyz": [[-2.52, 0.20, 0.63], [-1.66, -0.25, -0.62], [-0.16, -0.13, -0.28], [0.41, 1.07, -0.27], [1.82, 1.26, 0.00], [2.60, 0.08, 0.13], [1.98, -1.14, 0.15], [0.59, -1.24, -0.15], [-2.16, -0.48, 1.49], [-3.61, 0.21, 0.36], [-2.46, 1.23, 0.74], [-1.85, -1.27, -0.91], [-1.81, 0.25, -1.37], [0.04, 1.91, -0.57], [2.36, 2.26, 0.14], [3.84, 0.25, 0.21], [2.66, -1.96, 0.36], [-0.07, -2.27, -0.04]],
  "mulliken_charge": [-0.94, -1.33, 0.64, -0.47, -0.49, -0.19, -0.51, -0.19, 0.29, 0.30, 0.34, 0.41, 0.63, 0.56, 0.30, 0.18, 0.33, 0.12]
}

Record 4
{
  "formula": "C16H20N4O6",
  "method": "ωB97M-V/def2-TZVPD",
  "relative_energy_ev": 9.635,
  "total_energy_ev": -35154.04070,
  "multiplicity": 1,
  "homo_lumo_gap_ev": 7.7984,
  "smiles": "CC1(C)[C@]2([N+](=O)[O-])CN3C[C@@]1([N+](=O)[O-])CN(C2)[C@H]3c1ccc(O)c(O)c1",
  "symbols": ["C", "C", "C", "C", "N", "O", "O", "C", "N", "C", "C", "N", "O", "O", "C", "N", "C", "C", "C", "C", "C", "C", "O", "C", "O", "C", "H", "H", "H", "H", "H", "H", "H", "H", "H", "H", "H", "H", "H", "H", "H", "H", "H", "H", "H", "H"],
  "xyz": [[2.43, 0.55, -2.73], [1.13, 1.00, -1.96], [1.03, 2.49, -2.31], [-0.16, 0.20, -2.42], [-0.36, 0.27, -3.91], [-1.31, 0.97, -4.31], [0.39, -0.45, -4.61], [-1.46, 0.74, -1.70], [-1.28, 0.49, -0.26], [-0.18, 1.33, 0.22], [1.17, 0.91, -0.39], [2.29, 1.69, 0.24], [2.20, 2.94, 0.36], [3.44, 1.12, 0.36], [1.18, -0.60, -0.05], [0.06, -1.36, -0.54], [-0.05, -1.24, -1.99], [-1.16, -0.91, 0.21], [-1.20, -1.13, 1.70], [-2.21, -0.54, 2.35], [-2.36, -0.67, 3.70], [-1.54, -1.54, 4.43], [-1.83, -1.82, 5.75], [-0.49, -2.27, 3.79], [0.25, -3.17, 4.56], [-0.36, -2.07, 2.38], [2.31, 0.63, -3.85], [2.84, -0.45, -2.43], [3.21, 1.34, -2.45], [0.34, 2.95, -1.54], [2.03, 3.03, -2.26], [0.75, 2.64, -3.29], [-2.47, 0.38, -1.99], [-1.56, 1.80, -1.90], [-0.06, 1.27, 1.40], [-0.48, 2.40, 0.14], [2.16, -0.89, -0.45], [1.25, -0.69, 1.09], [-1.03, -1.63, -2.30], [0.76, -1.79, -2.40], [-2.14, -1.35, -0.23], [-2.84, 0.15, 1.71], [-3.15, -0.07, 4.23], [-2.03, -0.92, 6.24], [0.08, -2.99, 5.49], [0.38, -2.70, 1.91]],
  "mulliken_charge": [-1.37, 0.59, -1.49, 1.81, 1.10, -0.63, -0.61, -1.74, 0.39, -1.69, 1.67, 1.06, -0.59, -0.61, -1.92, 0.16, -1.62, 0.32, -0.46, -0.68, -0.50, 1.05, -0.63, 0.01, -0.56, -0.76, 0.38, 0.25, 0.43, 0.36, 0.34, 0.50, 0.37, 0.35, 0.38, 0.21, 0.33, 0.60, 0.57, 0.31, 0.47, 0.34, 0.25, 0.34, 0.32, 0.60]
}